Record 1
69
Properties=species:S:1:pos:R:3:forces:R:3:lowdin_charge:R:1 method="wB97M-V/def2-TZVPD" total_energy_ev=-53859.372 e_above_lowest_kj_mol=78.4 homo_energy_ha="-0.2333 / -0.2478" charge=0
La -0.097 0.592 0.841 -2.523 0.436 -2.702 2.039
O 1.926 0.705 1.682 1.687 -0.360 0.963 -0.319
O -0.510 -1.853 -2.602 0.046 0.089 0.043 -0.018
O -1.612 -1.315 1.753 -0.071 0.038 -0.276 -0.112
O 0.735 -0.509 3.175 0.359 0.032 -0.539 -0.128
N 1.706 -1.517 1.249 0.152 0.291 -0.360 0.109
N 1.466 -0.480 2.097 2.094 -1.408 2.484 -0.616
N -3.145 -2.317 0.388 0.075 0.046 0.052 -0.029
N -1.072 -1.482 -0.422 -0.376 -0.224 -0.402 0.064
N -1.140 1.527 -3.669 -0.083 0.079 -0.071 0.124
N 1.585 0.124 -3.485 0.165 -0.021 -0.100 0.119
N -0.971 1.897 -1.512 0.128 -0.095 0.126 0.039
N 1.452 0.391 -1.315 0.035 0.150 -0.122 0.017
N 1.366 -3.637 0.474 -0.009 -0.054 -0.027 -0.029
N 0.577 -3.138 2.584 0.036 0.127 0.023 0.176
N 1.842 -3.236 -0.784 -0.072 0.107 0.076 0.054
C -5.415 0.519 0.623 0.006 0.059 0.123 -0.182
C -4.793 0.200 -0.595 -0.082 0.062 -0.044 -0.034
C -2.657 -2.533 -1.922 0.078 -0.038 0.042 0.000
C -2.128 2.480 -1.973 0.009 -0.001 0.129 -0.128
C -1.926 -1.691 0.603 -0.216 -0.327 -0.115 -0.561
C -6.752 3.360 4.820 0.044 -0.015 0.003 -0.097
C -4.093 -2.482 1.489 0.030 -0.004 -0.116 0.010
C 1.183 -2.699 1.452 0.336 0.018 0.338 -0.447
C -6.779 2.482 2.578 0.011 0.065 -0.002 -0.050
C -0.399 1.336 -2.555 -0.053 -0.030 -0.074 -0.291
C -3.354 1.550 1.510 -0.087 0.091 -0.052 -0.198
C -7.259 -0.926 -0.035 0.000 0.060 0.070 -0.090
C -2.253 2.262 -3.309 0.045 -0.079 -0.029 -0.067
C 0.863 0.621 -2.463 -0.020 0.048 -0.168 -0.319
C -5.402 -0.631 -1.519 -0.186 0.213 -0.066 -0.110
C -6.659 -0.081 0.886 -0.084 -0.015 -0.019 -0.054
C -3.489 -2.688 -0.883 0.091 -0.229 0.152 -0.085
C -1.349 -1.938 -1.697 -0.029 0.024 0.148 -0.502
C -5.451 2.049 2.699 -0.010 -0.023 -0.115 -0.182
C -6.643 -1.199 -1.251 0.032 0.054 0.022 -0.101
C -5.427 2.958 4.948 -0.029 0.000 -0.049 -0.082
C 2.698 -0.486 -2.943 -0.079 -0.010 -0.055 -0.066
C 2.599 -0.306 -1.600 0.029 0.026 0.110 -0.126
C -7.419 3.128 3.625 0.015 -0.016 -0.049 -0.088
C -4.783 2.319 3.901 -0.009 -0.032 0.003 -0.023
C -4.741 1.384 1.594 0.086 -0.059 0.085 -0.136
C -2.127 1.706 1.468 -1.701 1.029 0.534 -0.205
H -3.749 2.013 3.998 -0.003 0.011 0.009 0.110
H -3.790 -1.831 2.301 0.015 0.056 0.014 0.095
H -8.215 -1.379 0.202 0.034 0.017 -0.002 0.103
H 0.701 -4.395 0.496 -0.128 -0.033 -0.019 0.131
H -4.105 -3.514 1.843 0.037 -0.019 -0.012 0.095
H -7.143 0.093 1.838 0.010 -0.019 -0.038 0.110
H 3.431 -0.992 -3.549 -0.073 0.076 0.035 0.113
H -0.083 -3.891 2.494 0.000 -0.044 -0.011 0.102
H -8.441 3.467 3.500 0.033 -0.027 0.000 0.100
H 1.110 -2.789 -1.333 -0.048 0.007 -0.042 0.049
H 2.189 -4.053 -1.262 0.066 -0.039 0.002 0.085
H 3.247 -0.653 -0.814 -0.065 0.017 -0.021 0.102
H -3.816 0.617 -0.799 0.057 0.034 -0.046 0.091
H -0.958 1.150 -4.582 -0.014 -0.026 -0.009 0.156
H -4.900 -0.845 -2.456 -0.042 0.053 0.051 0.101
H -5.089 -2.199 1.150 0.061 -0.033 -0.003 0.075
H -7.300 2.345 1.638 -0.006 0.000 0.036 0.110
H -7.118 -1.850 -1.974 -0.011 0.010 -0.002 0.100
H 0.300 -2.375 3.193 -0.085 0.054 0.037 0.076
H -4.483 -3.107 -0.988 0.112 -0.030 0.058 0.130
H -4.891 3.148 5.870 0.003 -0.017 -0.008 0.102
H 1.319 0.094 -4.451 -0.006 -0.023 -0.032 0.154
H -7.255 3.858 5.640 0.026 -0.011 -0.037 0.098
H -2.935 -2.833 -2.921 0.028 -0.022 0.030 0.111
H -3.013 2.543 -4.019 0.089 -0.021 0.047 0.114
H -2.787 3.015 -1.307 0.040 -0.075 -0.013 0.109

***

Record 2
49
Properties=species:S:1:pos:R:3:forces:R:3:nbo_charge:R:1 method="wB97M-V/def2-TZVPD" multiplicity=5 total_energy_ev=-177702.120 e_above_lowest_kj_mol=140.1 homo_energy_ha="-0.2948 / -0.2947" s2=6.008 charge=0
Se 0.116 -2.032 -3.108 -0.282 0.811 0.451 -0.363
Fe -0.491 -0.585 -0.772 0.651 0.995 -1.128 1.383
Cl -1.416 -1.262 1.750 0.327 -0.132 0.505 0.012
Cl -2.981 -1.565 -0.648 -0.295 -0.275 -0.298 0.035
S -3.561 3.766 1.456 0.135 -0.087 0.010 2.280
F 2.561 -6.673 -3.139 -0.140 0.060 0.103 -0.286
F -0.222 -2.986 -0.264 0.162 -0.513 0.235 -0.354
F 1.754 -4.366 -4.317 0.060 -0.217 0.133 -0.290
F 0.449 -5.340 0.886 0.113 -0.090 -0.120 -0.298
F 1.861 -7.226 -0.561 -0.058 0.223 -0.088 -0.285
O -3.562 5.025 0.769 0.196 -0.039 0.021 -0.928
O -1.619 1.048 -0.074 0.761 -0.971 -0.894 -0.863
O -4.692 3.456 2.281 0.117 -0.142 0.095 -0.931
N 1.943 -0.507 -0.518 -0.736 -0.176 0.115 -0.900
N -3.269 2.536 0.393 -0.472 0.383 -0.018 -0.784
N 0.074 1.225 -2.328 -0.517 -0.413 0.217 -0.878
C -2.120 1.982 0.610 0.316 0.126 0.546 0.619
C -1.358 2.517 1.783 0.210 -0.013 0.099 -0.170
C 0.977 2.199 -1.716 0.297 0.292 -0.086 -0.222
C 1.494 -6.070 -1.123 -0.008 0.239 -0.131 0.251
C -0.266 3.781 3.964 -0.126 0.063 -0.044 -0.197
C 1.433 -4.604 -3.043 -0.278 0.404 0.338 0.309
C 1.838 -5.788 -2.447 -0.049 -0.101 0.141 0.279
C -3.006 -1.683 1.114 -0.326 0.005 0.006 -0.393
C 2.408 1.668 -1.636 -0.294 -0.094 0.321 -0.419
C -0.137 2.073 2.261 -0.222 0.112 -0.054 -0.193
C 2.681 0.756 -0.441 0.303 0.452 -0.067 -0.212
C 0.784 -5.122 -0.392 0.023 -0.018 -0.023 0.313
C -1.497 4.213 3.481 -0.127 0.126 0.088 -0.208
C -2.026 3.560 2.393 -0.254 -0.284 -0.545 -0.207
C 0.706 -3.635 -2.337 0.188 -0.685 0.433 -0.287
C 0.398 2.718 3.367 0.139 -0.068 -0.001 -0.196
C 0.427 -3.935 -1.004 0.139 0.238 -0.620 0.256
H 2.386 1.270 0.477 0.063 0.015 0.006 0.192
H 1.344 2.389 3.771 0.121 -0.009 0.055 0.213
H -2.032 5.027 3.944 0.002 0.118 0.093 0.234
H 0.595 2.420 -0.716 0.028 0.074 0.001 0.203
H -3.231 -2.711 1.395 0.036 0.201 -0.056 0.242
H 3.766 0.578 -0.394 -0.203 -0.025 0.090 0.188
H 2.207 -0.974 -1.383 -0.236 -0.186 0.033 0.399
H 2.638 1.131 -2.559 0.126 0.023 -0.104 0.206
H 2.222 -1.107 0.254 0.010 -0.046 -0.128 0.381
H 0.991 3.139 -2.283 -0.077 -0.090 0.108 0.190
H 0.177 4.281 4.813 0.018 -0.002 0.067 0.221
H -0.858 1.626 -2.405 0.089 -0.026 -0.006 0.396
H 0.365 1.241 1.780 0.023 0.033 0.043 0.200
H 3.091 2.517 -1.567 0.011 -0.067 -0.036 0.227
H 0.389 1.006 -3.271 -0.069 -0.127 0.170 0.382
H -3.732 -0.973 1.505 0.106 -0.095 -0.078 0.252

***

Record 3
28
Properties=species:S:1:pos:R:3:forces:R:3:nbo_charge:R:1 method="wB97M-V/def2-TZVPD" total_energy_ev=-24799.271 smiles="CN1C=CN2C[N@H+]3C=CN(C)[C@@H]3P=C12" e_above_lowest_kj_mol=86.2 homo_energy_ha=-0.3894 charge=+1
P -0.152 -1.508 -0.376 1.556 0.609 0.084 0.242
N 0.990 1.141 -0.473 -0.816 -0.894 -2.479 -0.393
N -2.676 -0.620 -0.094 -0.805 1.235 -0.033 -0.344
N -1.331 1.086 -0.037 0.754 -1.372 -0.430 -0.394
N 2.616 -0.545 -0.148 -1.817 1.300 0.092 -0.404
C -3.442 0.537 -0.074 -1.347 -0.118 1.297 -0.038
C 3.268 -1.806 0.197 -0.897 -2.294 -2.163 -0.430
C 1.095 -0.198 0.188 2.603 -2.225 -1.763 -0.112
C -3.210 -1.963 -0.012 -0.291 0.181 -0.205 -0.419
C 3.212 0.667 -0.180 -2.420 0.803 -0.253 0.113
C -2.589 1.601 -0.010 -1.680 -2.750 -0.155 -0.072
C -0.150 1.847 0.101 1.698 -0.359 3.258 -0.015
C 2.311 1.740 -0.297 2.718 -2.892 0.358 -0.290
C -1.365 -0.293 -0.132 -1.109 -0.175 0.231 0.105
H -3.827 -2.251 -0.837 0.340 -0.016 -1.211 0.230
H -2.763 2.575 0.238 -0.519 2.349 0.266 0.237
H 4.389 -1.876 0.082 -1.268 0.924 0.577 0.251
H 2.845 -2.064 1.150 0.617 -0.568 0.750 0.214
H -0.250 2.842 -0.236 -0.116 0.967 -0.836 0.242
H -3.882 -2.219 0.784 -0.122 0.923 1.198 0.233
H 4.275 0.654 -0.117 0.614 0.603 -0.070 0.241
H 0.668 0.836 -1.443 1.065 0.789 0.377 0.438
H 2.943 -2.697 -0.545 0.329 2.153 1.472 0.225
H 1.023 0.069 1.200 0.264 -0.074 1.847 0.189
H 0.246 1.904 1.173 -1.207 0.338 -0.892 0.209
H 2.648 2.731 -0.420 -0.623 1.015 -0.344 0.257
H -4.534 0.363 0.182 1.582 0.925 -0.789 0.256
H -2.357 -2.555 0.134 0.895 -1.379 -0.181 0.233